This record from the OMol25 dataset describes a molecular structure, C30H45ClIrO2P2. The level of theory is ωB97M-V/def2-TZVPD.

```
81
Properties=species:S:1:pos:R:3:forces:R:3:lowdin_charge:R:1
C 2.677712 -1.973232 2.556578 0.296 0.199 0.813 -0.095
H 4.817350 -1.237250 -1.034682 -0.458 -0.101 -0.535 0.032
C -1.383101 4.568961 4.523859 0.599 0.001 -0.143 -0.093
H 2.572953 0.832379 -3.657510 -0.682 0.024 -0.014 0.100
H -2.815367 -1.671267 4.347282 0.090 0.162 0.005 0.090
C 3.768367 -0.910206 -1.183253 0.891 -0.726 -0.193 -0.383
C 1.020423 -0.028307 4.332419 -0.041 0.489 0.241 0.011
Ir -0.009187 0.304350 -3.301031 -3.698 -1.106 9.457 1.414
H -0.250449 -4.305102 0.541861 0.264 0.142 0.052 0.078
H 3.088997 -0.950370 2.528152 -0.428 -0.537 -0.199 -0.010
C 1.013196 4.301103 4.135321 -0.484 0.035 -0.019 -0.097
H 1.389883 -4.459473 1.202328 -0.102 0.153 -0.115 0.105
C -0.579550 2.938443 2.905412 0.354 0.516 0.365 -0.148
C -1.988401 -0.959526 4.265881 -0.268 -0.091 0.364 0.013
H 2.037470 4.576344 4.368427 -0.167 0.036 -0.017 0.102
H 2.978384 -2.543836 1.682040 0.355 0.056 0.099 0.066
H 0.678246 -2.393606 -5.481854 -0.154 0.242 -0.247 0.116
H -4.295842 0.533595 0.431556 0.103 0.003 0.088 0.039
C 1.230514 -0.766654 -4.288789 2.504 0.453 -2.375 -0.326
H -1.622466 -0.724107 5.273191 -0.115 -0.001 -0.175 0.104
C -0.902765 -1.504337 3.442112 -0.042 0.064 -0.121 -0.113
C -1.002480 -2.565790 2.501032 0.185 0.133 0.064 -0.121
C -2.237041 -3.331588 2.240749 -0.310 -0.439 -0.074 -0.011
H -3.273745 -2.928838 -0.666386 0.282 -0.014 -0.084 0.042
H 3.705826 -0.267270 -2.072203 0.143 -0.153 0.299 0.006
H -3.888851 -1.083935 0.978028 0.005 -0.147 -0.183 0.025
C -0.875369 1.454420 -4.574569 -1.052 0.152 -3.082 -0.295
H -0.302454 1.881595 -6.651313 -0.150 -0.165 0.277 0.123
H -0.927530 -0.412347 -6.804883 -0.078 0.328 0.057 0.121
H -2.965771 -2.737784 1.672451 0.208 -0.141 0.193 0.065
C 0.053872 2.057296 -5.628298 -0.221 0.776 0.043 -0.166
C 2.756456 1.447526 -0.427719 -0.498 0.866 -0.565 -0.391
C -0.814882 -0.839205 -5.809684 -0.005 -1.349 -0.136 -0.163
H -0.751664 -0.133204 -0.659665 0.414 0.380 -0.226 -0.008
C 1.631109 0.678439 -4.216015 3.226 -0.294 -2.461 -0.344
H 1.281926 -1.066110 -6.444954 -0.079 0.096 0.343 0.121
C 0.455552 -1.089361 3.487263 0.164 -0.218 0.205 -0.117
C -0.051070 4.920163 4.813015 -0.255 -0.993 -0.930 -0.689
C -1.636968 3.587013 3.568027 0.347 -0.016 0.136 -0.017
P 3.375113 -0.041121 0.373152 -0.527 0.327 -0.455 0.924
H 3.187351 -2.343111 3.465396 -0.479 -0.479 -0.193 0.117
H 1.708495 0.613247 3.758356 -0.215 -0.239 0.147 0.097
H -2.033207 -4.254389 1.682635 -0.117 0.282 0.123 0.090
H -2.659673 0.249175 1.051907 -0.506 -0.387 -0.442 0.017
H -1.433191 -1.748252 -5.810803 0.068 0.305 -0.082 0.120
O 0.048752 1.324666 1.240164 -0.942 0.164 0.857 -0.065
C -3.497941 -0.214955 0.449244 0.148 0.620 -0.237 -0.319
H -2.199004 5.056883 5.051372 0.185 -0.048 -0.105 0.105
C 0.631390 -3.738967 0.865108 0.013 -0.400 -0.217 -0.012
C -2.437547 -2.299088 -0.996649 -0.133 -0.224 -0.322 -0.347
H 3.161434 -1.812084 -1.362730 0.143 0.180 0.135 0.017
H 1.544594 2.841090 2.620904 -0.115 0.075 0.133 0.100
H 1.038172 -3.224635 -0.024067 -0.097 -0.054 0.391 0.095
C 0.740434 3.326270 3.169970 -0.479 0.241 0.311 -0.042
H 3.700367 1.995970 -0.535554 -0.180 0.345 -0.617 0.036
H 0.034268 3.149398 -5.503568 -0.012 -0.310 -0.021 0.119
H 1.978477 -1.404918 -3.789382 -0.719 0.104 0.279 0.121
C 1.209246 -1.963757 2.658712 -0.057 0.142 -0.156 -0.128
O -2.044621 1.309109 2.149883 1.250 0.140 -0.025 -0.100
H 2.146128 2.436160 -5.315688 -0.167 -0.308 -0.095 0.120
C -1.279801 0.217454 -1.563409 -1.150 0.637 0.004 -0.399
P -3.086275 -0.605887 -1.276212 0.990 -0.298 -0.756 0.857
H 2.266986 1.261590 -1.430518 0.580 0.288 1.037 0.010
H 0.226564 0.606114 4.747007 0.287 -0.105 -0.111 0.096
H 1.588861 -0.463012 5.171719 -0.087 0.071 -0.209 0.118
H -2.372635 -0.104919 -4.415003 0.336 -0.276 0.358 0.112
H -2.369132 -0.027696 3.820790 0.119 -0.056 -0.056 0.098
C -1.326590 0.040478 -4.706978 -1.192 1.594 -1.619 -0.301
H -2.041877 -2.690596 -1.939633 -0.036 -0.095 0.149 0.030
C -0.866829 1.763638 2.004258 -0.079 -0.261 -0.398 -0.598
H -1.640474 -2.301028 -0.241488 -0.190 0.013 -0.136 0.013
C 1.488494 1.563850 -5.452248 0.823 0.571 0.291 -0.176
Cl 0.273507 6.106327 6.005008 0.105 0.331 0.334 0.686
C 0.291056 -2.793616 1.954010 -0.019 0.161 0.190 -0.122
C 0.646510 -1.298746 -5.576783 0.111 -1.034 -0.140 -0.174
H 2.099215 2.076604 0.181241 -0.011 -0.358 0.008 0.007
H -1.597746 2.168426 -4.172083 0.132 -0.266 0.415 0.131
H -1.561312 1.284087 -1.384504 0.713 -0.262 -0.041 0.019
H 1.865440 1.052587 -6.347299 -0.135 -0.049 0.209 0.118
H -2.663852 3.298047 3.341680 0.361 0.018 0.071 0.117
H -2.722441 -3.609346 3.187893 0.137 0.082 -0.220 0.104
```
Positions in Å, forces in eV/Å.

Properties
HOMO level (spin up / spin down) in Ha: -0.3663 / -0.3731
Multiplicity: 5
Charge: +1
Energy relative to the best compared isomer or geometry (same formula, charge and spin) in kcal per mole: 0.0
Frontier orbital gap (spin up / spin down) in eV: 6.0 / 4.5